A structure of composition C15H21CuN3O. Source: the OMol25 dataset; level of theory: the ωB97M-V functional and the def2-TZVPD basis.

- frontier orbital gap (alpha / beta) (eV) = 9.636 / 6.177
- multiplicity = 2
- <S²> = 0.787
- net charge = +2
- E (eV) = -67038.873

The geometry in XYZ format:
```
41
Properties=species:S:1:pos:R:3:forces:R:3
Cu 1.3775 1.1370 -0.0235 -0.29 -0.33 0.32
C -1.1636 4.7369 2.1404 0.08 -0.39 0.25
C -1.4912 3.4537 1.3409 -0.07 0.61 -0.75
C -2.9824 3.1688 1.3902 -0.06 -0.12 0.18
C -0.6076 2.3103 1.7012 0.25 0.30 -0.27
C 0.8015 2.4068 1.4939 -0.06 0.27 0.37
C 1.6557 1.3768 1.9413 0.08 0.16 0.84
C 1.1285 0.2366 2.5914 0.30 0.24 -0.36
C 2.0271 -0.7758 3.1781 0.12 -0.17 0.10
C -0.2653 0.1349 2.7263 -0.52 0.25 -0.07
C -1.1052 1.1323 2.2828 0.11 -0.50 0.28
H -1.8629 5.5179 1.8535 -0.01 0.00 -0.03
H -0.1566 5.0991 1.9596 0.13 0.04 -0.01
H -1.2783 4.5422 3.2050 -0.03 0.11 0.11
H -1.2355 3.7156 0.2979 0.01 -0.20 0.10
H -3.3329 3.0549 2.4167 -0.01 -0.05 0.06
H -3.2488 2.2760 0.8282 -0.08 -0.04 -0.07
H -3.5274 4.0107 0.9698 0.02 -0.01 -0.06
H 1.2241 3.3725 1.2345 -0.03 -0.05 -0.13
H 2.7219 1.5550 2.0049 0.14 0.02 -0.03
H 1.6509 -1.7843 3.0298 -0.01 -0.14 -0.04
H 2.0522 -0.6250 4.2601 0.03 0.02 0.11
H 3.0467 -0.6828 2.8142 0.06 -0.04 -0.01
H -0.6817 -0.7228 3.2328 -0.05 -0.14 0.01
H -2.1672 1.0189 2.4287 -0.11 0.04 0.01
C 1.6374 1.6729 -4.5359 -0.37 0.66 -0.55
N 2.0132 0.6272 -3.6046 0.01 0.04 0.46
C 2.6469 -0.4927 -4.0272 0.30 -0.75 0.37
C 2.9775 -1.4862 -3.1644 -0.03 0.15 -0.18
C 2.6848 -1.3208 -1.7818 -0.10 0.30 -0.19
N 2.0788 -0.1855 -1.3902 0.10 -0.29 0.19
C 1.7177 0.7528 -2.2897 0.22 -0.44 -0.66
O 1.1063 1.7435 -1.8204 -0.28 0.58 -0.28
N 2.9981 -2.2511 -0.8942 0.01 -0.01 0.00
H 2.4257 1.8004 -5.2764 -0.04 -0.02 0.08
H 1.4920 2.6032 -3.9901 0.08 -0.10 -0.07
H 0.7027 1.4133 -5.0362 0.08 0.00 0.03
H 2.8790 -0.5516 -5.0814 -0.08 0.03 -0.03
H 3.4553 -2.3853 -3.5088 0.11 -0.09 -0.13
H 3.4610 -3.0960 -1.1916 -0.03 0.02 0.07
H 2.7614 -2.1553 0.0792 0.02 0.03 -0.03
```
Positions in Å, forces in eV/Å.


A cluster of 2 separate species, C30H51NO13S3 in total. Source: the OMol25 dataset; level of theory: the ωB97M-V functional and the def2-TZVPD basis.

- frontier orbital gap (eV) = 8.476
- net charge = 0
- SMILES = [H]/N=C(\C)C[C@]1([C@H](C)CC)O[C@](S)(SCC(=O)OC[C@@H](C)OC(=O)CS)[C@H](OC[C@@H](C)O)[C@@]1(CC(=O)O)C[C@H](C)O.C[C@@H]1COC(=O)O1
- E (eV) = -92547.037

The geometry in XYZ format:
```
98
Properties=species:S:1:pos:R:3:forces:R:3
H 0.7991 3.3496 -1.6537 0.00 0.21 0.06
N 0.0391 3.2173 -0.9878 0.57 0.98 0.98
C -0.7916 2.4065 -1.4476 -0.07 -0.82 -1.67
C -0.5879 1.8601 -2.8742 -1.23 -0.33 0.89
C -2.0321 2.0559 -0.6336 -0.41 0.53 -0.26
C -1.8393 0.9583 0.4613 1.84 -0.44 0.25
C -1.9746 1.5863 1.8752 -1.51 0.04 0.90
C -1.8864 0.6539 3.1120 0.11 0.12 0.38
C -3.2123 2.5191 2.1143 0.68 1.01 0.11
C -2.7595 3.8691 2.7687 -0.96 -0.18 -0.69
O -0.3741 0.7544 0.3737 1.14 0.78 0.13
C 0.1428 -0.4676 0.6707 -0.87 -0.83 -0.49
S 1.2675 -0.5465 2.1617 -0.02 0.61 0.59
S 1.2367 -1.1146 -0.6999 -0.44 -0.09 -0.80
C 2.2974 0.2711 -1.1680 1.23 -0.22 -0.10
C 3.2424 0.7423 -0.0715 -0.39 -1.32 -0.51
O 2.8903 1.6093 0.6382 -0.65 2.51 1.58
O 4.4408 0.1531 0.1112 0.10 -0.10 -1.33
C 5.4133 1.0301 0.6677 0.69 -0.35 0.47
C 5.4693 1.0162 2.2109 0.07 0.70 0.48
C 4.9505 2.3015 2.8975 0.27 0.01 0.02
O 4.8082 -0.1533 2.7618 -0.22 0.78 0.34
C 5.6116 -0.8077 3.6407 -2.12 1.11 0.78
O 6.4850 -1.4741 3.2662 2.97 -2.02 -1.07
C 5.3654 -0.7060 5.1346 -0.94 0.05 0.73
S 3.6985 -0.0604 5.5467 -0.22 0.20 -0.12
C -1.1557 -1.3821 0.7594 3.48 -0.10 0.15
O -0.7640 -2.6104 0.1438 -1.41 0.17 0.34
C -0.9088 -3.7744 0.9442 0.31 -1.23 -0.72
C 0.4377 -4.2929 1.4921 -0.06 -0.73 0.63
C 0.4612 -4.4211 3.0443 0.48 1.41 -0.59
O 0.6270 -5.6019 0.9369 -0.14 -0.11 -0.26
C -2.2888 -0.5437 0.1456 -1.59 -0.52 0.27
C -2.4347 -0.7008 -1.3933 0.72 -0.34 1.37
C -2.5911 -2.0771 -2.0454 0.10 0.18 1.60
O -2.4370 -2.1187 -3.2037 0.30 0.06 -3.22
O -2.9314 -3.2347 -1.4486 -0.33 -0.05 0.91
C -3.6190 -1.0840 0.7890 0.07 0.72 0.02
C -4.7374 -0.0479 1.0799 -1.28 -2.09 -0.13
C -6.1003 -0.8317 1.0963 0.68 0.05 1.11
O -4.8495 0.9727 0.1057 0.52 0.15 0.22
H -0.0807 0.8886 -2.8095 0.04 0.19 -0.27
H -1.5874 1.6854 -3.2974 0.35 -0.09 -0.24
H -0.0604 2.5788 -3.5016 0.11 -0.19 0.10
H -2.2749 3.0339 -0.2038 0.00 -0.41 0.45
H -2.8822 1.8616 -1.2913 0.20 -0.23 0.09
H -1.1194 2.2624 1.9659 0.04 -0.24 -0.48
H -2.3548 -0.3288 3.0027 0.00 0.20 -0.11
H -2.4144 1.1471 3.9382 0.06 -0.09 -0.14
H -0.8688 0.5103 3.4855 -0.08 -0.12 -0.37
H -3.9373 2.0922 2.8125 0.03 -0.21 -0.35
H -3.7356 2.7976 1.1988 0.05 -0.40 0.08
H -2.8299 3.8388 3.8589 0.44 0.02 -0.11
H -1.7860 4.1989 2.3968 0.00 -0.13 0.31
H -3.4822 4.6233 2.4270 0.17 0.03 0.30
H 0.9041 -1.6874 2.7940 -0.35 0.19 -0.51
H 2.9116 -0.0799 -2.0090 -0.34 -0.32 0.15
H 1.7716 1.1555 -1.5264 -0.24 -0.13 0.34
H 5.3034 2.0554 0.3010 -0.33 -0.15 0.14
H 6.3841 0.6877 0.2943 -0.31 -0.28 -0.02
H 6.5275 0.9298 2.4873 -0.10 -0.10 -0.27
H 4.1719 2.0786 3.6304 -0.06 -0.02 -0.32
H 5.7663 2.7764 3.4590 -0.11 -0.08 -0.14
H 4.5880 3.0292 2.1682 -0.15 -0.16 0.14
H 5.4379 -1.7147 5.5419 0.24 0.11 -0.13
H 6.1407 -0.0854 5.5914 -0.04 -0.04 -0.22
H 3.7203 -0.0984 6.9026 0.40 -0.16 -0.43
H -1.1918 -1.5911 1.8335 -0.98 0.27 -0.16
H -1.2522 -4.5739 0.2675 0.05 0.21 0.08
H -1.6786 -3.6985 1.7246 0.23 0.43 -0.02
H 1.2561 -3.6692 1.1099 -0.32 0.29 0.24
H -0.2995 -3.7606 3.4798 -0.01 -0.39 0.11
H 0.3409 -5.4550 3.3655 -0.11 0.14 -0.01
H 1.4162 -4.0008 3.3885 -0.09 -0.47 0.20
H 1.4408 -5.9853 1.2869 -0.12 0.19 -0.04
H -1.5329 -0.2828 -1.8450 -0.32 -0.09 -0.25
H -3.3083 -0.1178 -1.6897 0.19 -0.07 -0.17
H -2.8278 -3.2104 -0.4871 0.04 0.19 -0.25
H -3.3451 -1.6267 1.7035 -0.41 0.29 0.07
H -4.1147 -1.8475 0.1740 0.49 0.22 -0.31
H -4.6128 0.3139 2.0988 0.22 0.79 -0.46
H -5.9075 -1.8887 1.3190 -0.17 0.10 -0.24
H -6.6509 -0.7290 0.1579 0.10 -0.07 0.10
H -6.7044 -0.4772 1.9388 -0.21 0.11 -0.41
H -5.1640 0.5361 -0.6969 -0.05 0.19 0.11
C 1.0670 -0.9339 -6.8947 0.12 0.06 0.38
C 0.4013 0.3506 -7.3245 0.31 -0.70 0.13
C 1.1077 1.0744 -8.4401 -0.13 0.05 -0.34
O 0.6916 2.4278 -8.2240 0.00 -0.05 0.29
C 0.4515 2.5556 -6.8903 -0.01 0.13 0.12
O 0.2768 3.5895 -6.3320 0.02 -0.08 -0.02
O 0.4428 1.3383 -6.2821 -0.06 0.34 -0.30
H 2.1325 -0.7805 -6.7124 -0.01 0.05 -0.07
H 0.6336 -1.2965 -5.9620 -0.11 -0.05 -0.10
H 0.9510 -1.7023 -7.6592 -0.05 0.04 -0.01
H -0.6498 0.1665 -7.5655 0.01 0.09 -0.07
H 0.8119 0.7286 -9.4285 -0.08 0.21 -0.02
H 2.1966 1.0342 -8.3545 -0.02 -0.13 0.10
```
Positions in Å, forces in eV/Å.


A cluster of 3 separate species, C2H9N3O in total. Source: the OMol25 dataset; level of theory: the ωB97M-V functional and the def2-TZVPD basis.

- frontier orbital gap (eV) = 9.439
- energy above the lowest of the compared OMol25 structures with the same formula, charge and spin (kcal per mole) = 97.9
- net charge = 0
- E (eV) = -8734.196

The geometry in XYZ format:
```
15
Properties=species:S:1:pos:R:3:forces:R:3
C -0.2839 -0.3064 1.5194 0.08 0.81 0.29
C -0.2562 1.6442 0.7601 -0.24 -0.80 0.33
N -0.0390 1.7087 -0.5033 0.13 -0.11 -0.32
O -0.4841 2.2749 1.7387 0.14 -0.12 -0.14
H -0.0305 2.6785 -0.8126 -0.02 -0.04 0.12
H -0.1595 0.3341 -1.3297 0.01 -0.66 0.23
H -1.2560 -0.1928 1.9958 0.02 -0.08 0.07
H 0.4854 -0.0231 2.2362 -0.06 0.18 -0.01
H -0.0930 -1.3858 1.3965 -0.12 -0.04 -0.35
N -0.2649 -0.7626 -1.2136 0.01 0.68 0.83
N 0.9279 -1.5380 -1.4245 -0.20 0.17 0.07
H 1.5340 -1.0251 -2.0567 -0.05 0.02 0.09
H 1.4037 -1.5884 -0.5272 -0.02 0.03 -0.07
H -1.0420 -1.1808 -1.7135 0.04 0.04 0.10
H -0.4420 -0.6373 -0.0656 0.28 -0.08 -1.25
```
Positions in Å, forces in eV/Å.


What is the E in the first record? -67038.873 eV


What is the net charge in the first record? +2


Which of these has the highest E? C2H9N3O